1.
Molecular formula: C6H9B
Method: DFT, the ωB97M-V functional and the def2-TZVPD basis

Calculated values
E_HOMO, eV: -8.97
Relative energy (zero: lowest compared OMol25 entry of this formula, charge and spin), kcal per mole: 4.6
Orbital gap, eV: 9.296
SMILES string: C=C1C=CB(C)C1

Geometry as XYZ:
```
16
Properties=species:S:1:pos:R:3:forces:R:3:lowdin_charge:R:1
C 1.432 0.070 0.109 -1.84 4.17 -1.17 -0.29
C -2.572 0.123 -0.127 2.76 0.44 -3.36 -0.03
C 0.111 1.111 0.131 1.85 -3.17 -0.05 -0.01
C 0.959 -1.263 0.186 1.43 -2.02 -0.01 -0.10
C 2.646 0.523 -0.149 1.37 -1.30 0.14 0.05
C -0.341 -1.403 0.367 -1.71 0.88 -0.16 0.01
B -0.996 -0.013 0.165 -1.28 0.32 0.48 -0.33
H 1.652 -2.088 -0.040 -0.14 0.27 0.50 0.13
H -2.640 1.019 -0.820 -0.48 -0.75 1.03 0.07
H 2.862 1.527 -0.495 -0.05 0.04 0.48 0.06
H -2.733 -0.752 -0.813 -0.54 0.49 0.85 0.07
H 0.198 1.568 1.091 -0.18 0.63 0.83 0.09
H 3.498 -0.191 -0.041 -0.58 0.69 -0.48 0.08
H -3.217 0.179 0.692 -1.14 -0.04 1.14 0.03
H -0.941 -2.293 0.372 0.33 -0.65 0.07 0.09
H 0.081 1.881 -0.628 0.21 -0.01 -0.29 0.09
```
Positions in Å, forces in eV/Å.

***

2.
Molecular formula: C6H9B
Method: DFT, the ωB97M-V functional and the def2-TZVPD basis

Calculated values
E_HOMO (spin up / spin down), eV: -7.89 / -8.29
Relative energy (zero: lowest compared OMol25 entry of this formula, charge and spin), kcal per mole: 81.3
Orbital gap (spin up / spin down), eV: 7.220 / 7.713

Geometry as XYZ:
```
16
Properties=species:S:1:pos:R:3:forces:R:3:lowdin_charge:R:1
C -0.512 1.230 2.208 2.23 -0.11 1.29 0.04
C 0.527 -1.403 -0.065 -2.21 2.87 -0.04 0.05
C -0.217 0.123 1.610 -1.52 0.82 -1.13 -0.07
C -1.295 0.225 -0.703 0.27 -3.48 2.81 0.12
C 0.140 -1.124 1.236 0.87 -0.05 0.43 -0.16
C 1.099 0.275 -2.145 0.22 -2.60 -0.43 -0.07
B 0.053 -0.317 -1.127 0.19 0.04 1.95 -0.49
H 0.138 -1.779 2.094 0.13 -0.79 -0.09 0.12
H 2.037 -0.360 -1.903 -1.12 1.39 -1.03 0.08
H 0.994 -2.291 -0.247 1.46 -2.31 -0.55 0.06
H 0.161 1.682 2.940 0.48 -0.51 0.00 0.08
H 0.680 0.036 -3.178 1.07 0.87 0.97 0.07
H -1.838 -0.488 0.069 0.65 1.69 -1.99 0.08
H 1.248 1.317 -1.881 0.12 0.16 -0.54 0.05
H -1.901 0.994 -1.055 -0.84 1.38 -0.73 0.01
H -1.312 1.880 2.149 -2.01 0.61 -0.93 0.04
```
Positions in Å, forces in eV/Å.

***

3.
Molecular formula: C6H9BF4IrN2O6S
Method: DFT, the ωB97M-V functional and the def2-TZVPD basis

Calculated values
E_HOMO (spin up / spin down), eV: -6.00 / -6.02
Net charge: -1
Relative energy (zero: lowest compared OMol25 entry of this formula, charge and spin), kcal per mole: 61.9
Orbital gap (spin up / spin down), eV: 7.361 / 7.259

Geometry as XYZ:
```
30
Properties=species:S:1:pos:R:3:forces:R:3:lowdin_charge:R:1
Ir -0.601 -0.372 -0.850 0.70 -1.23 5.77 1.49
S 1.633 1.019 -2.476 0.91 -1.26 2.37 0.87
F -1.540 0.330 -2.799 0.07 -0.45 1.07 -0.04
F -1.854 2.029 -4.322 -0.04 -0.05 0.12 0.14
F -2.004 -0.159 -5.009 -0.04 -0.01 0.11 0.15
F 0.032 0.730 -4.431 -0.19 0.02 -0.04 0.02
O -0.321 1.934 0.105 -0.25 -0.36 -0.67 -0.12
O 1.639 2.323 -1.774 -0.31 0.42 -0.71 -0.52
O -2.196 -0.247 0.555 -0.83 0.04 -1.51 -0.15
O 0.485 -4.071 0.851 -0.15 0.12 -0.31 0.05
O -2.658 0.360 2.668 -0.31 -0.01 -0.18 0.04
O -0.423 -2.540 -0.498 -1.00 1.38 -1.41 -0.11
N 0.426 -0.623 1.256 -0.83 0.19 -2.14 -0.22
N 1.213 -0.110 -1.560 0.33 1.01 -3.41 -0.56
C -1.970 -0.146 1.800 1.03 -0.34 0.62 -0.67
C 0.335 1.840 1.361 0.13 -0.28 0.25 -0.20
C 1.237 -1.816 1.048 0.11 -0.54 -0.26 -0.11
C -0.632 -0.813 2.240 -0.83 0.19 0.18 -0.07
C 0.364 -2.932 0.432 0.79 0.25 0.81 -0.66
C 1.208 0.588 1.484 -0.01 0.65 -0.23 -0.16
B -1.361 0.748 -4.200 0.29 0.07 -0.51 -1.22
H 1.695 -2.175 1.973 -0.09 0.07 0.03 0.13
H 1.989 0.636 0.725 0.00 -0.12 0.05 0.11
H 0.318 2.232 -0.573 0.26 0.21 0.04 0.03
H -0.450 1.829 2.119 0.03 0.10 -0.03 0.12
H -0.856 -1.876 2.337 0.13 -0.02 0.01 0.14
H 0.970 2.716 1.527 -0.09 -0.02 -0.04 0.13
H 1.675 0.560 2.478 -0.08 -0.04 -0.02 0.14
H -0.366 -0.410 3.219 0.20 -0.07 -0.07 0.13
H 2.011 -1.586 0.313 0.04 0.08 0.09 0.11
```
Positions in Å, forces in eV/Å.

***

4.
Molecular formula: C6H9BrSSi
Method: DFT, the ωB97M-V functional and the def2-TZVPD basis

Calculated values
E_HOMO, eV: -6.98
Relative energy (zero: lowest compared OMol25 entry of this formula, charge and spin), kcal per mole: 74.7
Orbital gap, eV: 5.149

Geometry as XYZ:
```
18
Properties=species:S:1:pos:R:3:forces:R:3:lowdin_charge:R:1
Br 3.238 0.058 0.220 -0.31 0.21 -0.13 -0.48
S -0.031 -1.816 -1.261 0.30 -0.29 0.44 0.96
Si -0.400 1.166 -0.403 1.89 -1.93 -0.02 0.89
C 0.420 -3.047 -0.178 -0.05 1.06 2.55 -0.36
C 0.557 2.400 0.583 -1.64 1.22 1.61 -0.23
C -1.624 1.407 -1.793 -1.11 -0.36 0.58 -0.19
C -0.082 -0.655 0.000 -1.78 2.95 -0.53 -0.71
C 0.079 -1.190 1.249 1.20 -1.24 -1.09 -0.23
C 0.510 -2.520 1.145 -1.22 -0.79 -1.42 -0.16
H -0.060 2.549 1.565 0.38 0.21 -1.61 0.07
H 1.456 2.015 1.078 0.31 -0.44 -1.00 -0.04
H -0.034 -0.793 2.224 0.05 1.02 0.41 0.11
H 0.453 -4.091 -0.438 0.38 0.04 -0.28 0.07
H -1.460 1.945 -2.725 0.39 0.60 0.48 0.04
H -2.581 1.792 -1.280 1.21 -0.50 -0.83 0.07
H 0.710 3.403 0.086 -0.22 -1.17 0.61 0.06
H -1.829 0.382 -2.160 -0.12 0.27 0.50 0.02
H 0.679 -3.006 2.089 0.33 -0.88 -0.27 0.10
```
Positions in Å, forces in eV/Å.

***

5.
Molecular formula: C6H9Cl3O
Method: DFT, the ωB97M-V functional and the def2-TZVPD basis

Calculated values
E_HOMO, eV: -9.61
Relative energy (zero: lowest compared OMol25 entry of this formula, charge and spin), kcal per mole: 0.0
Orbital gap, eV: 9.995
SMILES string: C/C=C/C(C)=O.ClC(Cl)Cl

Geometry as XYZ:
```
19
Properties=species:S:1:pos:R:3:forces:R:3:lowdin_charge:R:1
Cl 2.148 0.599 1.482 0.00 -0.04 -0.14 0.50
Cl 2.662 -1.981 0.350 -0.33 -0.28 -0.53 0.54
Cl 4.573 0.123 0.015 -0.43 0.02 -0.52 0.50
O 0.226 0.999 -1.448 0.15 0.29 -0.70 0.02
C -1.719 -2.379 0.083 0.17 -0.06 -0.21 -0.10
C -1.114 0.100 0.239 -0.44 -1.61 -1.39 -0.06
C -0.601 2.636 0.059 -0.73 -1.11 -0.72 -0.02
C 2.832 -0.274 0.051 0.30 0.99 1.39 -1.48
C -1.122 -1.117 -0.387 0.36 2.30 0.60 -0.15
C -0.500 1.231 -0.505 0.75 -0.73 1.49 -0.52
H -1.184 -2.544 1.040 -0.23 -0.97 -0.63 0.09
H -1.663 2.840 0.264 0.46 0.03 0.67 0.08
H -1.607 0.273 1.191 -0.04 0.01 -0.10 0.11
H 2.261 0.161 -0.775 0.39 -0.67 -0.20 0.01
H -0.402 3.170 -0.867 0.81 0.97 0.61 0.08
H 0.103 2.669 0.941 -0.84 0.55 -1.11 0.09
H -2.770 -2.200 0.370 0.28 -0.49 -0.41 0.08
H -0.566 -1.202 -1.315 -0.07 0.41 -0.08 0.11
H -1.556 -3.104 -0.789 -0.55 0.39 1.99 0.10
```
Positions in Å, forces in eV/Å.

***

6.
Molecular formula: C6H9Cl4NO2
Method: DFT, the ωB97M-V functional and the def2-TZVPD basis

Calculated values
E_HOMO, eV: -8.95
Relative energy (zero: lowest compared OMol25 entry of this formula, charge and spin), kcal per mole: 31.3
Orbital gap, eV: 9.417
SMILES string: C[C@H](Cl)/C=[N+](/[O-])O.CC(Cl)=C(Cl)Cl

Geometry as XYZ:
```
22
Properties=species:S:1:pos:R:3:forces:R:3:lowdin_charge:R:1
Cl -2.391 1.754 -0.668 0.12 1.08 -0.72 0.60
Cl 4.103 -1.197 0.538 0.08 -0.20 0.63 0.71
Cl 2.834 1.542 1.443 0.12 0.59 1.35 0.65
Cl 2.022 2.213 -1.214 0.38 -0.93 0.27 0.62
O -0.324 -1.951 0.048 2.25 -2.42 -0.61 0.02
O -2.345 -1.372 -0.572 -0.90 1.11 -0.15 0.04
N -1.137 -1.081 0.074 -1.44 1.04 1.09 -0.34
C 3.160 -0.682 -1.928 0.31 0.63 3.55 -0.09
C 3.234 -0.172 -0.500 -0.51 0.02 -2.06 -0.82
C -3.390 0.582 1.438 -0.18 -2.57 1.27 -0.15
C 2.785 1.029 -0.150 -0.43 0.06 -0.55 -1.19
C -2.009 1.062 0.955 -1.78 0.13 -1.41 -0.68
C -0.989 0.054 0.725 1.30 -1.59 0.22 -0.12
H -4.220 1.295 1.692 1.45 -0.24 -0.12 0.09
H 4.097 -0.643 -2.297 3.36 0.21 -1.37 0.05
H -3.126 -0.121 2.307 -0.82 1.20 -0.60 0.10
H -3.851 -0.156 0.708 0.80 1.18 0.58 0.07
H 2.871 -1.654 -2.033 -1.05 -2.73 0.29 0.06
H 2.579 -0.107 -2.500 -2.37 2.32 -2.08 0.02
H -1.509 1.821 1.520 -0.31 0.62 0.52 0.09
H 0.055 0.116 1.150 -1.50 0.07 -0.59 0.15
H -2.450 -2.332 -0.738 1.11 0.43 0.49 0.14
```
Positions in Å, forces in eV/Å.

***

7.
Molecular formula: C6H9ClN
Method: DFT, the ωB97M-V functional and the def2-TZVPD basis

Calculated values
E_HOMO, eV: -13.13
Net charge: +1
Relative energy (zero: lowest compared OMol25 entry of this formula, charge and spin), kcal per mole: 25.2
Orbital gap, eV: 7.366
SMILES string: C/[NH+]=C/C=C\C=C\Cl

Geometry as XYZ:
```
17
Properties=species:S:1:pos:R:3:forces:R:3:lowdin_charge:R:1
Cl 0.130 0.997 -4.019 -0.25 -0.25 -0.12 0.76
N 0.307 -1.181 0.575 -1.06 -1.62 1.33 0.04
C 0.395 1.864 -1.527 -2.85 -3.10 1.73 -0.14
C 0.363 -2.505 1.305 -0.83 -0.24 -2.64 -0.01
C -0.564 1.094 0.795 -0.66 3.51 0.49 -0.09
C -0.189 0.923 -2.372 0.11 0.40 2.29 -0.54
C -0.548 -0.246 0.983 2.10 -3.15 -0.41 -0.09
C 0.053 1.978 -0.100 -0.69 0.81 0.71 0.01
H 1.039 -1.169 -0.093 0.38 1.18 -0.89 0.14
H 0.375 -2.314 2.304 -0.43 0.58 2.89 0.05
H -0.914 0.112 -1.980 1.38 1.39 -0.86 0.12
H 0.804 2.723 -1.890 1.59 1.87 -1.37 0.07
H -0.468 -3.199 1.029 0.65 0.72 0.10 0.12
H -1.129 1.533 1.704 1.16 -0.15 -1.72 0.16
H 0.181 3.042 0.371 -0.24 -1.98 -1.21 0.16
H -1.145 -0.659 1.769 -0.63 0.05 0.32 0.14
H 1.311 -2.993 1.147 0.25 -0.02 -0.65 0.09
```
Positions in Å, forces in eV/Å.

***

8.
Molecular formula: C6H9ClN2
Method: DFT, the ωB97M-V functional and the def2-TZVPD basis

Calculated values
E_HOMO, eV: -7.98
Relative energy (zero: lowest compared OMol25 entry of this formula, charge and spin), kcal per mole: 102.5
Orbital gap, eV: 8.141
SMILES string: C/C=C/Cl.CN=C=C=N

Geometry as XYZ:
```
18
Properties=species:S:1:pos:R:3:forces:R:3:lowdin_charge:R:1
Cl -1.445 1.562 -0.881 -0.49 0.52 -0.69 0.66
N -0.684 -1.680 -2.298 -0.15 0.07 -0.25 0.03
N -1.512 -2.067 1.157 -0.30 -0.75 2.41 0.13
C -0.890 -1.547 -1.108 1.05 0.72 -0.88 -0.18
C -0.757 0.366 1.441 2.61 1.44 -1.09 -0.33
C -0.429 0.649 0.126 -0.31 -1.86 0.77 -0.64
C -1.228 -2.171 0.003 -0.81 0.16 0.74 -0.16
C 0.557 0.230 2.238 -0.56 -0.50 2.81 -0.13
C -0.109 -0.747 -3.237 -0.75 0.97 0.04 -0.13
H -1.248 -1.083 1.684 -0.30 -0.60 -1.31 0.06
H 1.350 -0.534 1.918 -1.38 1.22 0.25 0.10
H 0.516 0.270 -0.317 -0.69 0.89 0.41 0.09
H 0.440 0.168 -2.950 -0.36 -0.32 1.05 0.06
H 0.658 -1.388 -3.642 -0.20 0.18 -1.63 0.07
H -1.544 0.925 1.952 -0.02 -0.28 -0.33 0.12
H 0.242 0.035 3.330 0.71 -0.41 -1.45 0.09
H -0.999 -0.325 -3.799 1.43 -1.06 -0.34 0.11
H 0.947 1.249 2.372 0.49 -0.40 -0.50 0.07
```
Positions in Å, forces in eV/Å.

***

9.
Molecular formula: C6H9ClN2
Method: DFT, the ωB97M-V functional and the def2-TZVPD basis

Calculated values
E_HOMO, eV: -8.45
Relative energy (zero: lowest compared OMol25 entry of this formula, charge and spin), kcal per mole: 20.4
Orbital gap, eV: 9.092
SMILES string: NNc1ccccc1.Cl

Geometry as XYZ:
```
18
Properties=species:S:1:pos:R:3:forces:R:3:lowdin_charge:R:1
Cl 3.290 2.217 3.293 -0.80 0.56 -0.46 0.23
N 2.179 -1.317 -0.923 0.44 -0.15 2.55 0.02
N 1.638 -0.459 0.106 1.36 2.94 -0.09 -0.08
C -0.337 0.938 0.233 0.63 -0.23 0.24 -0.05
C -2.452 0.239 -0.573 -1.70 -4.25 1.49 -0.11
C -0.581 -1.293 -0.365 -2.35 -3.97 0.05 -0.08
C -1.647 1.220 -0.043 -0.83 1.28 -1.16 -0.11
C -1.970 -1.120 -0.577 1.19 2.19 -1.05 -0.07
C 0.253 -0.325 0.105 -0.92 1.01 -1.37 -0.31
H -2.052 2.257 -0.118 0.66 -0.79 0.67 0.12
H -0.344 -2.394 -0.457 0.59 1.43 0.04 0.12
H 1.842 -2.215 -0.600 0.56 -0.44 -0.18 0.06
H 0.342 1.709 0.463 0.59 1.19 0.42 0.09
H -3.561 0.190 -0.562 0.70 1.25 -0.64 0.10
H -2.562 -1.970 -0.987 0.38 0.88 0.67 0.11
H 1.658 -1.153 -1.730 -1.09 0.45 -2.01 0.04
H 2.309 2.914 2.762 0.78 -0.55 0.46 -0.23
H 1.997 0.562 -0.030 -0.19 -2.79 0.39 0.15
```
Positions in Å, forces in eV/Å.

***

10.
Molecular formula: C6H9ClO2S2
Method: DFT, the ωB97M-V functional and the def2-TZVPD basis

Calculated values
E_HOMO, eV: -9.20
Relative energy (zero: lowest compared OMol25 entry of this formula, charge and spin), kcal per mole: 49.0
Orbital gap, eV: 9.428

Geometry as XYZ:
```
20
Properties=species:S:1:pos:R:3:forces:R:3:lowdin_charge:R:1
Cl -3.372 1.152 0.778 0.42 -0.26 0.48 0.37
S 1.560 1.741 -0.277 -0.67 -0.78 -0.38 0.88
S -2.471 -0.530 -0.070 0.03 0.88 0.86 0.41
O -3.475 -0.853 -1.017 -0.08 -1.21 -0.56 -0.34
O -2.007 -1.423 0.985 -1.20 1.04 -1.88 -0.33
C -0.787 0.223 -2.083 1.66 1.03 -2.39 0.01
C 2.367 0.051 -0.234 -3.24 -1.40 -1.99 -0.41
C -0.017 1.161 0.471 2.33 -4.35 -5.67 -0.44
C 0.405 0.108 1.356 -0.11 -3.75 1.55 -0.32
C -1.124 0.316 -0.846 1.82 1.11 4.81 -0.32
C 1.524 -0.770 0.755 -0.20 -2.89 1.08 -0.25
H 0.746 0.348 2.337 0.31 1.35 0.62 0.11
H -1.359 -0.059 -2.943 -0.64 -0.85 0.11 0.08
H 0.197 0.648 -2.413 -0.82 -0.07 0.65 0.07
H -0.507 1.891 0.889 -2.94 4.03 1.87 0.01
H -0.445 -0.552 1.604 0.64 0.40 -0.11 0.08
H 2.055 -1.365 1.588 -0.05 1.78 -0.82 0.13
H 1.139 -1.762 0.306 -0.04 1.94 -0.24 0.12
H 2.228 -0.582 -1.235 0.90 2.05 1.72 0.12
H 3.344 0.256 0.049 1.88 -0.07 0.27 0.03
```
Positions in Å, forces in eV/Å.

***

11.
Molecular formula: C6H9ClOS
Method: DFT, the ωB97M-V functional and the def2-TZVPD basis

Calculated values
E_HOMO (spin up / spin down), eV: -7.55 / -6.71
Relative energy (zero: lowest compared OMol25 entry of this formula, charge and spin), kcal per mole: 80.2
Orbital gap (spin up / spin down), eV: 7.637 / 6.018

Geometry as XYZ:
```
18
Properties=species:S:1:pos:R:3:forces:R:3:lowdin_charge:R:1
Cl 4.233 2.130 1.502 0.65 1.08 0.24 0.56
S 4.234 -0.828 1.369 -0.87 1.65 0.03 0.50
O 1.297 2.865 -0.042 -1.15 -1.76 -0.14 0.18
C -1.210 0.937 -0.454 0.24 0.46 -0.11 -0.04
C 0.243 0.490 0.010 -3.05 1.69 0.74 -0.61
C 0.831 -0.447 -0.927 -1.55 -2.17 -3.74 -0.08
C 0.130 -0.075 1.464 -1.91 0.57 -0.28 -0.02
C 3.515 0.646 1.329 -0.66 -2.26 -0.82 -1.25
C 1.074 1.721 0.064 2.57 0.99 0.92 -0.09
H 0.886 0.502 2.008 -0.13 -1.04 0.66 0.06
H -1.098 1.683 -1.336 -0.66 -1.51 1.30 0.11
H 0.203 -1.166 1.398 0.74 0.34 0.41 0.09
H 0.744 -0.208 -2.050 0.74 0.53 1.69 0.13
H 0.166 -1.336 -0.995 0.22 0.27 0.68 0.11
H 1.766 -0.820 -0.643 1.66 -0.24 0.23 0.05
H -1.861 0.015 -0.645 1.00 1.39 -0.10 0.11
H -0.953 0.087 1.882 2.12 0.10 -0.68 0.11
H -1.635 1.450 0.443 0.04 -0.08 -1.04 0.08
```
Positions in Å, forces in eV/Å.

***

12.
Molecular formula: C6H9ClS
Method: DFT, the ωB97M-V functional and the def2-TZVPD basis

Calculated values
E_HOMO, eV: -8.80
Relative energy (zero: lowest compared OMol25 entry of this formula, charge and spin), kcal per mole: 18.0
Orbital gap, eV: 8.039
SMILES string: C=C(CCl)C(=S)CC

Geometry as XYZ:
```
17
Properties=species:S:1:pos:R:3:forces:R:3:lowdin_charge:R:1
Cl -3.247 -0.705 0.845 0.37 -0.08 -0.22 0.55
S 0.402 -2.249 -0.412 -0.55 0.73 0.26 0.77
C 0.075 -0.713 0.099 2.24 -1.81 0.64 -0.70
C -0.958 0.063 -0.533 -1.97 2.82 0.28 -0.43
C 1.048 -0.120 1.158 -0.85 -0.15 -0.65 -0.26
C 2.406 0.132 0.474 -0.45 0.10 0.33 -0.11
C -2.329 -0.582 -0.691 0.49 0.66 -1.40 -0.57
C -0.818 1.387 -0.850 0.77 -3.00 0.89 0.11
H 0.136 1.830 -0.640 0.19 0.60 -0.19 0.06
H -1.597 1.884 -1.360 -0.57 0.71 -0.33 0.06
H 1.144 -0.817 2.011 -0.11 0.22 -0.52 0.11
H -2.081 -1.565 -1.092 -0.82 -0.20 0.13 0.03
H 3.118 0.568 1.160 0.16 0.18 0.22 0.07
H 0.581 0.805 1.521 0.40 -0.07 0.06 0.10
H 2.844 -0.766 0.052 -0.16 -0.23 0.09 0.06
H -2.957 0.027 -1.403 0.68 -0.83 0.79 0.09
H 2.234 0.822 -0.338 0.19 0.34 -0.37 0.06
```
Positions in Å, forces in eV/Å.